A 11-piece molecular cluster, C41H110F3N10O13S overall at a distorted geometry. Source: the Open Molecules 2025 dataset; level of theory: ωB97M-V/def2-TZVPD.

Summary:
HOMO level (eV): -6.16
LUMO energy (eV): 2.2
Calculated total energy (eV): -104805.1713
Energy relative to the best compared isomer or geometry (same formula, charge and spin) (kcal per mole): 6.32
Kohn-Sham gap (eV): 8.3395

ORCA input file:
```
! wB97M-V def2-TZVPD RIJCOSX def2/J DEFGRID3
* xyz -1 1
C 0.63575 0.69656 -0.30497
F 1.75169 -0.04389 -0.20667
F 0.45094 1.27924 0.86757
F 0.80790 1.55379 -1.29470
S -0.83893 -0.45243 -0.68840
O -0.62944 -0.98567 -2.03147
O -0.77430 -1.49471 0.32879
O -2.00265 0.42589 -0.60531
C 1.11124 -0.30184 3.65819
C 1.17578 -1.69797 4.26680
C 2.47482 -1.87567 5.03419
O 2.49857 -3.09393 5.74289
C 3.75714 -3.45145 6.26687
N -0.03027 -1.96112 5.08530
H 1.02020 0.51005 4.39035
H 0.21523 -0.24704 3.03773
H 2.03386 -0.04993 3.13206
H 1.12388 -2.36754 3.40044
H 2.54491 -1.09730 5.81698
H 3.36427 -1.69491 4.41457
H 4.45174 -3.73534 5.46562
H 3.54354 -4.38661 6.78446
H 4.21258 -2.66538 6.87352
H -0.29972 -1.08407 5.53496
H 0.35400 -2.45553 5.89414
C -2.69435 4.92991 5.24106
C -2.10009 3.52182 5.22100
C -1.58323 3.17900 3.81389
O -2.62297 3.35771 2.87394
C -2.14164 3.15524 1.55840
N -0.96329 3.46905 6.17145
H -3.63974 4.89419 4.68967
H -2.01542 5.65865 4.79891
H -2.96334 5.26087 6.24644
H -2.76965 2.75274 5.60770
H -1.26931 2.13100 3.84646
H -0.71897 3.80565 3.57132
H -2.91543 3.50872 0.87450
H -2.08044 2.07897 1.36812
H -1.20269 3.68553 1.37740
H -0.32221 4.22887 5.95421
H -1.34817 3.71734 7.07644
C -3.07513 -0.64363 3.02810
C -3.17625 -2.18678 2.97529
C -4.18257 -2.59231 1.90112
O -4.39598 -3.98037 1.87855
C -5.51325 -4.33778 1.12513
N -1.86383 -2.73050 2.68940
H -2.71141 -0.28956 2.06120
H -2.35821 -0.36648 3.80495
H -3.99636 -0.12671 3.32004
H -3.53016 -2.50574 3.96042
H -3.73723 -2.33678 0.92359
H -5.09717 -1.98763 1.96775
H -5.46458 -3.97500 0.08787
H -6.45234 -3.88490 1.47909
H -5.62871 -5.41861 1.12702
H -1.56429 -2.48579 1.74875
H -1.16880 -2.26825 3.27234
C 2.50464 3.96866 0.20269
C 2.63720 5.21661 -0.66062
C 2.10501 6.47997 -0.02585
O 2.34276 7.60751 -0.82958
C 1.87864 8.80379 -0.27509
N 4.08906 5.36830 -0.89544
H 1.45809 3.65211 0.21089
H 2.75251 4.21095 1.23757
H 3.12347 3.13143 -0.10628
H 2.14228 5.08690 -1.63101
H 2.61830 6.63566 0.93675
H 1.03966 6.39559 0.22700
H 0.80118 8.72877 -0.05522
H 1.95321 9.58778 -1.02314
H 2.32517 9.03381 0.69795
H 4.31929 6.28478 -1.26213
H 4.41350 4.67179 -1.55224
C -2.46906 5.72209 -1.98854
C -2.64960 4.88371 -3.23013
C -1.63884 3.72784 -3.29057
O -1.81410 3.05744 -4.53256
C -0.81913 2.03896 -4.68671
N -4.01228 4.34207 -3.23019
H -2.61426 5.19037 -1.04674
H -3.09701 6.61666 -1.99169
H -1.48119 6.19388 -1.89249
H -2.60856 5.48285 -4.14605
H -1.73001 3.11745 -2.38611
H -0.59486 4.07269 -3.22705
H -1.23830 1.39000 -5.45372
H -0.65987 1.50328 -3.75336
H 0.14109 2.43209 -5.03453
H -4.00451 3.62702 -2.47236
H -4.15382 3.74054 -4.03745
C 1.37706 -4.68785 -2.01352
C 1.29029 -4.63261 -0.50455
C 2.19191 -3.50866 0.04457
O 3.54279 -3.60237 -0.40428
C 4.27976 -2.58369 0.24030
N -0.08467 -4.38779 -0.14117
H 0.91027 -3.82087 -2.49617
H 0.75206 -5.47834 -2.43585
H 2.42664 -4.68902 -2.30887
H 1.65689 -5.53063 0.00491
H 2.16391 -3.55702 1.14013
H 1.77739 -2.55731 -0.30994
H 4.17533 -2.63036 1.32687
H 3.91892 -1.59120 -0.05132
H 5.33740 -2.68530 0.00179
H -0.35353 -3.47661 -0.49984
H -0.16273 -4.34205 0.87226
C -3.26102 -3.60422 -2.12575
C -2.56270 -3.59656 -3.48526
C -3.33034 -4.43712 -4.52880
O -3.51385 -5.78487 -4.14256
C -2.38871 -6.56903 -4.46105
N -2.40250 -2.19742 -3.96368
H -3.47387 -4.62837 -1.81748
H -4.18671 -3.02342 -2.21607
H -2.72270 -3.06543 -1.34366
H -1.55573 -4.01632 -3.45138
H -2.84132 -4.27725 -5.49560
H -4.32722 -4.01680 -4.68625
H -1.45868 -6.25991 -3.97685
H -2.23462 -6.63616 -5.54311
H -2.57842 -7.58880 -4.12063
H -1.97065 -1.72566 -3.16444
H -3.33573 -1.79589 -4.02460
C -4.46952 0.75756 -3.16342
C -5.11894 1.27483 -1.87594
C -5.65843 0.15893 -1.02412
O -6.57465 -0.66082 -1.75744
C -7.57769 -1.26534 -0.96249
N -4.14501 2.10966 -1.17533
H -4.34176 1.45718 -3.98761
H -5.14926 0.01112 -3.59017
H -3.51499 0.26315 -2.98145
H -5.99334 1.87633 -2.15214
H -6.01917 0.53759 -0.05727
H -4.89568 -0.55683 -0.68587
H -8.29275 -0.44076 -0.80267
H -7.30900 -1.64837 0.02317
H -8.17480 -1.98820 -1.51575
H -3.31552 1.56022 -0.93565
H -4.55348 2.32556 -0.26426
C 4.76437 -1.65268 -6.72279
C 5.49632 -1.68982 -5.36576
C 4.52651 -2.06541 -4.25074
O 3.61321 -1.02003 -4.02080
C 2.53178 -1.46167 -3.21958
N 6.61116 -2.62473 -5.35337
H 5.42323 -1.08080 -7.38050
H 3.75273 -1.27431 -6.59149
H 4.72413 -2.64581 -7.17660
H 5.82558 -0.67686 -5.12636
H 5.02843 -2.31849 -3.30634
H 3.98383 -2.99332 -4.49630
H 2.88622 -1.84469 -2.25827
H 1.94070 -2.17330 -3.80103
H 1.87787 -0.62500 -2.97619
H 7.20812 -2.49582 -6.16658
H 6.28755 -3.57751 -5.50444
C 3.97549 1.79424 2.38677
C 4.73698 0.98392 3.43308
C 5.12174 -0.41870 2.94793
O 5.86285 -1.09970 3.94653
C 6.16781 -2.42899 3.56677
N 5.88173 1.78926 3.87792
H 3.00440 1.32733 2.20670
H 4.51941 1.84495 1.44071
H 3.80994 2.81705 2.71530
H 4.09237 0.76424 4.29092
H 5.74748 -0.30399 2.04938
H 4.26963 -1.02916 2.63730
H 5.22196 -2.91244 3.30928
H 6.57977 -2.96140 4.42374
H 6.91335 -2.48223 2.77049
H 6.41148 2.07300 3.05592
H 6.50578 1.13084 4.34721
*
```